[1]
{"formula": "C16H18FeNO5", "method": "the ωB97M-V functional and the def2-TZVPD basis", "symbols": ["Fe", "O", "O", "O", "O", "O", "N", "C", "C", "C", "C", "C", "C", "C", "C", "C", "C", "C", "C", "C", "C", "C", "C", "H", "H", "H", "H", "H", "H", "H", "H", "H", "H", "H", "H", "H", "H", "H", "H", "H", "H"], "xyz": [[-2.97452, 3.13506, -0.22596], [2.25613, -3.56828, 1.44388], [0.04036, -3.19274, 1.27503], [-3.84156, 5.64348, 0.88109], [-5.09230, 2.16473, 1.52666], [-5.01635, 3.46751, -2.24500], [0.16949, -1.52134, -0.68551], [1.18661, -3.00602, 0.88227], [0.07945, -1.34851, -2.16513], [1.10396, -2.33397, -2.73776], [1.97377, -2.82546, -1.57306], [0.15560, 0.64698, 0.17471], [1.47454, -2.10700, -0.31203], [0.94738, 3.34155, 1.43340], [1.56334, 2.10699, 1.62818], [-3.28234, 4.72642, 0.43011], [1.13418, 0.87384, 1.11287], [-4.08383, 3.27934, -1.57415], [1.92200, -4.37100, 2.59612], [-0.16016, 3.68226, 0.65745], [-0.64497, 1.50779, -0.52909], [-4.17897, 2.41067, 0.85182], [-0.85999, 2.89878, -0.29131], [-1.21611, 1.10087, -1.37892], [-0.94606, -1.55162, -2.49923], [-1.44351, 3.45222, -1.09534], [-0.04917, -0.57245, -0.07872], [0.58305, -3.17871, -3.19957], [1.40325, 4.16734, 1.99127], [1.91064, -3.91559, -1.44784], [3.02617, -2.56141, -1.70213], [1.24715, -5.18657, 2.31502], [-0.53646, -2.19088, -0.36009], [2.16943, -1.31439, -0.00765], [-0.50530, 4.72048, 0.74547], [1.70703, -1.84703, -3.50945], [1.45463, -3.75062, 3.36866], [0.32331, -0.31136, -2.41091], [2.88012, -4.75972, 2.93783], [2.44576, 2.08325, 2.27242], [1.67424, 0.00513, 1.50461]], "forces_ev_per_a": [[2.12, -1.57, 0.49], [-0.85, 0.81, -0.74], [1.20, 0.37, -0.69], [1.73, -1.79, -0.96], [2.10, 0.33, -1.48], [2.19, -0.55, 1.19], [-0.34, -2.09, -1.08], [-0.73, -0.80, 1.01], [0.04, 0.26, -0.15], [-0.13, -0.18, -0.42], [0.52, -0.27, 0.22], [-0.58, 2.68, 0.49], [0.18, 0.01, 0.29], [-1.67, 2.27, -0.71], [0.20, -2.89, -0.39], [-2.49, 3.52, 1.51], [1.79, 1.00, 1.73], [-3.31, 0.85, -2.53], [0.23, -0.42, 0.44], [1.51, 0.58, 1.31], [-1.08, 1.21, -0.64], [-3.16, -0.97, 2.40], [0.14, -1.66, -1.22], [0.18, 0.16, 0.36], [0.29, 0.09, 0.23], [0.87, -0.16, 0.07], [-0.07, -0.32, -0.23], [0.17, 0.19, 0.02], [-0.34, -0.25, -0.19], [0.03, 0.36, -0.07], [-0.16, -0.23, -0.12], [0.18, 0.25, 0.04], [-0.16, 0.01, 0.31], [-0.23, -0.16, -0.17], [0.31, -0.41, -0.11], [-0.16, -0.14, 0.12], [0.11, -0.14, -0.24], [0.03, -0.17, 0.11], [-0.19, 0.01, 0.02], [-0.39, -0.07, -0.14], [-0.08, 0.29, -0.11]], "lowdin_spin": [1.6067, 0.0001, 0.0003, 0.0161, 0.0516, 0.0242, 0.2748, 0.0001, 0.0114, 0.0069, 0.0072, 0.5896, 0.0094, 0.1554, 0.1978, 0.0360, 0.1369, 0.0510, 0.0000, 0.1262, 0.1019, 0.0867, 0.2989, 0.0174, 0.0002, 0.0348, 0.1146, 0.0001, 0.0051, 0.0001, 0.0007, 0.0000, 0.0048, 0.0027, 0.0050, 0.0008, 0.0000, 0.0043, 0.0000, 0.0100, 0.0104], "multiplicity": 5, "relative_energy_ev": 0.0357, "orbital_gap_ev": [5.816, 5.705], "total_charge": 1, "homo_ha": [-0.371, -0.420]}

[2]
{"formula": "C16H18FeNO5", "method": "the ωB97M-V functional and the def2-TZVPD basis", "symbols": ["Fe", "O", "O", "O", "O", "O", "N", "C", "C", "C", "C", "C", "C", "C", "C", "C", "C", "C", "C", "C", "C", "C", "C", "H", "H", "H", "H", "H", "H", "H", "H", "H", "H", "H", "H", "H", "H", "H", "H", "H", "H"], "xyz": [[0.85896, -0.84361, 0.27381], [3.04456, 1.23739, 0.28861], [-7.13165, 0.91845, 2.49857], [-5.14451, 1.34419, 3.52745], [0.71774, -1.00019, 3.26058], [3.06964, -2.89548, 0.10286], [-4.15973, 2.93720, 1.56787], [-5.51604, 2.36509, 1.42130], [-4.11632, 4.20961, 0.82715], [-0.72824, 0.69818, 0.00744], [-1.54963, -1.57757, 0.65413], [2.24253, -2.11705, 0.18153], [0.07837, -2.03766, -1.28740], [-1.55966, -0.18580, 0.72608], [0.05670, 0.48674, -1.16165], [-7.37501, 0.14105, 3.62721], [2.22628, 0.44624, 0.29722], [0.79122, -0.93951, 2.12614], [0.39446, -0.74493, -1.78166], [-5.56598, 4.72973, 0.74923], [-5.90153, 1.49450, 2.59508], [-0.70412, -2.37407, -0.14698], [-6.46080, 3.56595, 1.23367], [-7.26624, 3.33632, 0.52714], [-8.33732, -0.36259, 3.51248], [-2.18544, 0.24848, 1.49676], [-5.82595, 5.03655, -0.27132], [-5.69968, 5.61671, 1.37942], [-3.45089, 4.91262, 1.34094], [-5.53537, 1.73990, 0.51888], [1.03874, -0.69603, -2.66743], [-3.70806, 4.04375, -0.17626], [-7.39398, 0.78803, 4.50709], [0.50432, 1.38418, -1.60330], [-0.80432, 1.74427, 0.31477], [-6.93922, 3.79696, 2.19081], [-2.17434, -2.10081, 1.36817], [-0.77038, -3.44666, 0.05324], [-3.43424, 2.27016, 1.28827], [-6.57560, -0.59642, 3.73705], [0.53823, -2.88078, -1.81559]], "forces_ev_per_a": [[1.18, -0.08, 2.02], [-0.30, -0.27, -0.04], [2.02, 1.85, -1.47], [-0.50, 0.23, -0.78], [0.09, 0.05, -0.63], [-0.43, 0.39, -0.01], [-1.13, -0.32, -3.16], [-0.98, 0.52, 0.47], [-0.58, 0.56, 0.97], [-1.14, 0.10, 0.09], [-0.06, -1.43, -0.61], [1.66, -1.75, -0.05], [-0.83, -0.60, -1.55], [0.00, 1.50, -0.75], [-0.78, 0.80, -1.50], [-0.64, -1.25, 1.60], [1.46, 1.57, 0.13], [-0.11, -0.09, 1.21], [-0.07, -0.08, 0.49], [-0.15, 0.11, 0.12], [0.02, -0.89, 0.95], [-0.97, -0.06, 0.03], [-0.14, 0.16, 0.11], [0.29, -0.06, 0.18], [0.19, 0.22, -0.17], [0.14, 0.06, 0.24], [0.24, -0.17, 0.22], [0.08, -0.28, -0.13], [0.17, -0.17, -0.08], [0.49, -0.03, -0.11], [-0.16, -0.01, 0.49], [0.34, -0.41, 0.14], [-0.04, -0.25, 0.04], [-0.16, -0.40, 0.21], [0.24, -0.20, 0.00], [0.11, 0.04, -0.17], [0.15, -0.09, 0.03], [0.19, 0.33, 0.02], [0.53, -0.03, 1.01], [-0.23, 0.02, 0.15], [-0.19, 0.39, 0.25]], "lowdin_spin": [1.9746, -0.0323, 0.0030, 0.0066, -0.0478, -0.0302, 0.6980, 0.0699, 0.0854, 0.1032, 0.2684, 0.0121, 0.2008, 0.2535, 0.2036, 0.0006, 0.0075, -0.0348, -0.0166, 0.0031, 0.0160, 0.0833, 0.0014, 0.0004, 0.0001, 0.0148, 0.0021, 0.0001, 0.0271, 0.0354, -0.0037, 0.0391, 0.0002, 0.0098, 0.0025, 0.0000, 0.0128, 0.0004, 0.0205, 0.0000, 0.0092], "multiplicity": 5, "relative_energy_ev": 0.0000, "orbital_gap_ev": [5.126, 2.485], "total_charge": 1, "homo_ha": [-0.299, -0.388]}